The following is a DFT calculation (ωB97M-V/def2-TZVPD) of a molecular structure, C4H4S in a non-equilibrium geometry.

Positions of all 9 atoms, in Å:
1 C 0.86289 0.38251 -0.00628
2 C 1.40902 -0.72705 0.25042
3 C -0.13375 1.36133 0.03633
4 C 0.17805 -1.43010 -0.06301
5 S -1.50006 0.10870 0.13195
6 H -0.18157 2.09656 0.91381
7 H -0.17201 1.91330 -0.90326
8 H -0.09375 -1.57687 -1.05339
9 H -0.36881 -2.12838 0.69343

The calculation puts the HOMO energy at -8.93 eV. The HOMO-LUMO gap is 0.3274 Eh. The energy relative to the best compared isomer or geometry (same formula, charge and spin) is 501.09 kJ/mol. Its spin multiplicity is 1.

Results of the Mulliken charge analysis, in e, for atoms 1 through 6: 0.228, -0.472, -0.327, -0.409, -0.236, 0.274

=====

The following is a DFT calculation (ωB97M-V/def2-TZVPD) of 2 unconnected molecules or ions with the total composition C4H4S2 in a non-equilibrium geometry.

Positions of all 10 atoms, in Å:
1 C 0.05876 -0.03320 -0.00331
2 C -3.71407 0.20154 -0.06493
3 C -0.51724 -0.84863 0.84547
4 C 0.67926 0.72210 -0.83642
5 S -4.13991 -1.27719 -0.25580
6 S -3.44536 1.70376 0.20257
7 H -1.25858 -1.48464 0.32289
8 H -0.19910 -0.72705 1.79373
9 H 0.31448 1.72983 -1.20553
10 H 1.52748 0.45143 -1.24349

The calculation puts the HOMO energy at -9.63 eV. The HOMO-LUMO gap is 0.3499 Eh. The energy relative to the best compared isomer or geometry (same formula, charge and spin) is 205.83 kJ/mol. Its spin multiplicity is 1.

Results of the Mulliken charge analysis, in e, for atoms 1 through 6: 0.353, 0.501, -0.759, -0.674, -0.267, -0.236

=====

The following is a DFT calculation (ωB97M-V/def2-TZVPD) of C4H4Si in the gas phase in a non-equilibrium geometry.

Positions of all 9 atoms, in Å:
1 C 3.12475 1.30372 -0.71062
2 C 2.18859 0.68504 -0.24653
3 C 0.70254 0.24094 0.10610
4 C -0.39336 -0.13899 0.35183
5 Si -2.11174 -0.79838 0.47884
6 H 3.92992 1.80422 -1.14721
7 H -2.59031 -0.21959 -0.73173
8 H -2.98285 -0.57405 1.66560
9 H -1.86754 -2.30291 0.23374

The calculation puts the HOMO energy (alpha / beta) at -10.04 / -10.04 eV. The SMILES is C#CC#C[SiH3]. The HOMO-LUMO gap (alpha / beta) is 0.4057 / 0.4012 Eh. The energy relative to the best compared isomer or geometry (same formula, charge and spin) is 0.00 kJ/mol. Its spin multiplicity is 1.

Results of the Mulliken charge analysis, in e, for atoms 1 through 6: -0.265, -0.541, 0.253, 0.122, 0.249, 0.395

=====

The following is a DFT calculation (ωB97M-V/def2-TZVPD) of C4H5BClNO2 in the gas phase in a non-equilibrium geometry.

Positions of all 14 atoms, in Å:
1 O 0.85428 1.89772 1.37888
2 B 1.26396 0.79990 0.73167
3 O 2.57895 0.43905 0.52853
4 C 0.03625 -0.03910 0.03416
5 C -1.22023 -0.09798 0.52768
6 N -1.89649 -0.97004 -0.27600
7 C -1.19157 -1.34571 -1.38849
8 C 0.03000 -0.81053 -1.28299
9 Cl 1.26041 -0.70015 -2.39818
10 H 1.36097 2.61095 1.92115
11 H 2.98050 1.05272 1.13116
12 H -1.52038 0.08019 1.55200
13 H -2.92930 -1.17066 -0.13519
14 H -1.60735 -1.74636 -2.32439

The calculation puts the HOMO energy at -8.37 eV. The SMILES is OB(O)c1c[nH]cc1Cl. The HOMO-LUMO gap is 0.3178 Eh. The energy relative to the best compared isomer or geometry (same formula, charge and spin) is 0.00 kJ/mol. Its spin multiplicity is 1.

Results of the Mulliken charge analysis, in e, for atoms 1 through 6: -0.539, 0.607, -0.492, 0.092, -0.606, -0.037

=====

The following is a DFT calculation (ωB97M-V/def2-TZVPD) of a molecular structure, C4H5BaO2 in a non-equilibrium geometry.

Positions of all 12 atoms, in Å:
1 H 0.18528 1.85848 -1.33756
2 O 0.37055 1.35690 -2.13603
3 C 1.00194 0.14354 -1.78193
4 C 1.33261 -0.63859 -2.98607
5 C 1.38145 -0.80755 -4.26671
6 H 0.35635 -0.47087 -1.12921
7 H 1.94027 0.32450 -1.22755
8 H 1.04443 -0.53542 -5.26184
9 C 2.38290 -1.81144 -3.45435
10 O 3.68752 -1.57276 -3.21233
11 Ba 5.91516 -3.07252 -3.35505
12 H 1.95313 -2.80325 -3.21623

The calculation puts the HOMO energy (alpha / beta) at -5.18 / -6.72 eV. The expectation value of S² is 0.750. The HOMO-LUMO gap (alpha / beta) is 0.1808 / 0.2359 Eh. The energy relative to the best compared isomer or geometry (same formula, charge and spin) is 147.91 kJ/mol. Its spin multiplicity is 2.

Results of the Mulliken charge analysis, in e, for atoms 1 through 6: 0.291, -0.519, -0.266, -0.019, -0.484, 0.205

=====

The following is a DFT calculation (ωB97M-V/def2-TZVPD) of 2 unconnected molecules or ions with the total composition C4H5Br in a non-equilibrium geometry.

Positions of all 10 atoms, in Å:
1 C 0.20349 -1.50722 0.23081
2 C 0.37454 -0.32903 0.14299
3 C 0.56301 1.00332 -0.16329
4 C 0.26304 1.86693 0.76087
5 H 0.31093 -2.52200 0.47594
6 H 1.13826 1.40336 -1.07495
7 H -0.08939 1.45585 1.69301
8 H 0.48858 2.98302 0.71966
9 Br -2.31851 -2.31375 -1.66295
10 H -0.93396 -2.04046 -1.12210

The calculation puts the HOMO energy at -9.68 eV. The SMILES is C#CC=C.Br. The HOMO-LUMO gap is 0.3673 Eh. The energy relative to the best compared isomer or geometry (same formula, charge and spin) is 160.31 kJ/mol. Its spin multiplicity is 1.

Results of the Mulliken charge analysis, in e, for atoms 1 through 6: 0.061, -0.273, -0.396, -0.581, 0.588, 0.239

=====

The following is a DFT calculation (ωB97M-V/def2-TZVPD) of a molecular structure, C4H5Br2N in a non-equilibrium geometry.

Positions of all 12 atoms, in Å:
1 C -1.90578 -0.02871 -1.71382
2 C 0.50781 0.40055 0.05678
3 C -0.88436 -0.29617 0.41636
4 C -1.99984 0.28632 -0.33131
5 N -1.91450 -0.00139 -2.86116
6 Br -2.63543 1.97140 0.10360
7 Br -3.88377 -1.22541 0.30918
8 H 0.59040 1.43441 0.37510
9 H 0.74230 0.36899 -0.99349
10 H 1.47036 -0.13668 0.42295
11 H -0.69822 -1.35899 0.30044
12 H -1.14052 -0.25288 1.52660

The calculation puts the HOMO energy (alpha / beta) at -10.21 / -10.21 eV. The HOMO-LUMO gap (alpha / beta) is 0.2961 / 0.2961 Eh. The energy relative to the best compared isomer or geometry (same formula, charge and spin) is 106.53 kJ/mol. Its spin multiplicity is 1.

Results of the Mulliken charge analysis, in e, for atoms 1 through 6: 0.389, -1.115, -0.291, -0.206, -0.379, 0.096

=====

The following is a DFT calculation (ωB97M-V/def2-TZVPD) of 2 unconnected molecules or ions with the total composition C4H5Br2NO in a non-equilibrium geometry.

Positions of all 13 atoms, in Å:
1 C -0.37632 2.43341 -0.57951
2 C -0.70187 -0.60689 0.48997
3 C 0.88859 2.00419 -1.00118
4 C 0.61586 -0.11013 -1.22413
5 N -1.32618 2.91700 -0.14934
6 O -0.63781 -0.42861 -0.90558
7 Br 2.33619 2.06750 0.40361
8 Br 0.93387 -0.42156 -2.99639
9 H -0.60514 0.29455 1.09987
10 H -0.10657 -1.44887 0.65735
11 H -1.61202 -0.90129 0.81544
12 H 1.25640 2.32072 -1.86733
13 H 1.58801 -0.39156 -0.75060

The calculation puts the HOMO energy at -9.25 eV. The HOMO-LUMO gap is 0.3423 Eh. The energy relative to the best compared isomer or geometry (same formula, charge and spin) is 265.24 kJ/mol. Its spin multiplicity is 1.

Results of the Mulliken charge analysis, in e, for atoms 1 through 6: 0.423, -0.825, -0.683, -0.053, -0.431, -0.292

=====

The following is a DFT calculation (ωB97M-V/def2-TZVPD) of a molecular structure, C4H5BrF2N3O5PS2 in a non-equilibrium geometry.

Positions of all 23 atoms, in Å:
1 O 1.62529 2.35390 2.70440
2 P 1.07353 1.80564 1.26650
3 Br 1.78024 -0.20960 1.08432
4 N -0.74685 1.62817 1.68527
5 C -1.52836 2.67801 1.53916
6 C -2.88364 2.68841 1.83385
7 C -3.40291 1.50069 2.29916
8 C -2.50171 0.43208 2.39371
9 N -1.22808 0.45724 2.10698
10 H 0.99771 2.13553 3.40692
11 H -1.06184 3.57848 1.16018
12 H -3.49380 3.56742 1.71588
13 H -4.43948 1.41339 2.57907
14 H -2.87799 -0.51757 2.74715
15 N 2.40522 -1.86328 -3.54099
16 S 1.96267 -3.18790 -4.31303
17 O 0.57987 -3.51515 -4.19571
18 O 2.90893 -4.25092 -4.29245
19 F 2.08032 -2.61229 -5.78542
20 S 2.36056 -1.97750 -1.98776
21 O 2.43810 -0.68857 -1.35090
22 O 3.10795 -3.02875 -1.38064
23 F 0.84427 -2.38741 -1.67566

The calculation puts the HOMO energy at -8.58 eV. The HOMO-LUMO gap is 0.1947 Eh. Its spin multiplicity is 1.

Results of the Mulliken charge analysis, in e, for atoms 1 through 6: -0.426, 0.295, 0.076, 0.445, 0.125, -0.558

=====

The following is a DFT calculation (ωB97M-V/def2-TZVPD) of C4H5BrFN in the gas phase in a non-equilibrium geometry.

Positions of all 12 atoms, in Å:
1 C -0.28538 2.88630 -0.00998
2 N -1.19963 2.00456 0.15434
3 C -1.07638 0.57119 0.07121
4 Br -2.86375 -0.23219 0.13679
5 C -0.05060 -0.32500 0.15084
6 C -0.14865 -1.83454 0.21092
7 F 1.16229 0.32636 0.36507
8 H -0.66596 3.85965 0.06286
9 H 0.62636 2.63187 -0.60207
10 H 0.85877 -2.08260 0.22638
11 H -0.60067 -2.37181 -0.59285
12 H -0.87837 -2.03702 1.02234

The calculation puts the HOMO energy at -8.97 eV. The SMILES is C=N/C(Br)=C(/C)F. The HOMO-LUMO gap is 0.3368 Eh. The energy relative to the best compared isomer or geometry (same formula, charge and spin) is 52.62 kJ/mol. Its spin multiplicity is 1.

Results of the Mulliken charge analysis, in e, for atoms 1 through 6: -0.295, -0.465, 0.233, -0.202, 0.794, -1.411

=====

The following is a DFT calculation (ωB97M-V/def2-TZVPD) of C4H5BrN2 in the gas phase in a non-equilibrium geometry.

Positions of all 12 atoms, in Å:
1 C -0.14193 -1.76692 -0.04303
2 N 0.09193 0.01908 0.04594
3 N -0.94295 0.83053 -0.01463
4 C -0.42974 2.03185 -0.10195
5 C 0.93984 2.05450 0.01714
6 C 1.24119 0.71260 0.10010
7 Br 2.91508 -0.12767 -0.00684
8 H 0.71976 -2.27556 0.18002
9 H -0.92819 -1.86576 0.55283
10 H -0.24103 -1.89577 -1.05475
11 H -1.15824 2.90273 -0.18676
12 H 1.73909 2.73371 0.06496

The calculation puts the HOMO energy at -8.97 eV. The SMILES is Cn1nccc1Br. The HOMO-LUMO gap is 0.3527 Eh. The energy relative to the best compared isomer or geometry (same formula, charge and spin) is 192.01 kJ/mol. Its spin multiplicity is 1.

Results of the Mulliken charge analysis, in e, for atoms 1 through 6: -0.740, 0.472, -0.844, -0.288, -0.403, 0.256

=====

The following is a DFT calculation (ωB97M-V/def2-TZVPD) of 2 unconnected molecules or ions with the total composition C4H5BrN2O in a non-equilibrium geometry.

Positions of all 13 atoms, in Å:
1 C -1.38817 0.57896 -0.46002
2 C 0.60187 -0.18950 0.95341
3 C 0.85688 0.59285 -1.44109
4 C -0.06802 0.13001 -0.39670
5 N -2.47332 0.89713 -0.46047
6 N -0.25466 -0.33039 1.91914
7 O 1.79563 -0.22215 0.96388
8 Br -1.07766 -2.36962 -0.59582
9 H 1.06902 1.61850 -1.34499
10 H 0.35111 0.35572 -2.40437
11 H 1.79536 0.14421 -1.32076
12 H -1.17260 -0.49183 1.65724
13 H -0.03543 -0.71389 2.93053

The calculation puts the HOMO energy (alpha / beta) at -10.18 / -10.15 eV. The HOMO-LUMO gap (alpha / beta) is 0.2684 / 0.2658 Eh. The energy relative to the best compared isomer or geometry (same formula, charge and spin) is 144.07 kJ/mol. Its spin multiplicity is 1.

Results of the Mulliken charge analysis, in e, for atoms 1 through 6: 0.494, 0.661, -1.488, 0.183, -0.360, -0.351

=====

Record-wise calculated total energy values, in eV: -15042.486, -25880.589, -12085.403, -23014.819, -9012.287, -74268.301, -145802.011, -147847.898, -125370.735, -78476.645, -77249.323, -79297.241